[1]
ORCA calculation (ωB97M-V/def2-TZVPD) on an isolated ion of composition C3H7N4O and charge +1.

Positions of all 15 atoms, in Å:
H1 3.004 0.375 0.658
C1 0.571 -1.015 -0.857
H2 0.389 -2.758 -1.631
N1 -0.961 -0.152 -0.582
N2 -1.676 1.251 1.339
O1 2.604 -0.375 0.224
H3 -1.824 -0.428 -0.913
H4 0.999 1.061 1.747
H5 -1.492 2.127 1.713
C2 -0.794 0.620 0.518
H6 -2.619 0.961 1.179
N3 1.260 -0.262 -0.019
C3 0.587 0.678 0.792
N4 0.701 -1.831 -1.884
H7 1.585 -1.689 -2.326

Cartesian forces, eV/Å:
-0.646 1.070 0.245
-4.488 4.259 2.458
0.331 -0.406 -0.648
4.865 -0.993 1.118
-0.981 -2.805 -1.900
0.029 -2.641 -1.554
-1.950 -1.046 -0.992
0.097 -0.544 -1.130
0.410 1.562 0.661
3.277 0.267 0.112
-0.604 0.533 0.278
-0.026 1.708 1.561
-1.059 -0.531 -0.084
0.209 0.173 0.727
0.535 -0.608 -0.852

## Properties
Net charge = +1
SMILES string = Nc1cn(O)c(=[NH2+])[nH]1
LUMO = -3.57 eV
2S+1 = 1
ΔE to the lowest compared entry with this formula, charge and spin = 88.5 kcal per mole

How positive or negative is each atom? The Mulliken charges in e answer that: 0.386 0.135 0.289 -0.257 -0.396 -0.401 0.216 0.354 0.230 0.307 0.228 0.373 -0.379 -0.371 0.287

---

[2]
ORCA calculation (ωB97M-V/def2-TZVPD) on C53H54N5O4PtSTe as an isolated structure.

Positions of all 119 atoms, in Å:
C1 -2.350 -5.743 2.094
H1 1.969 -3.901 -3.530
O1 -1.038 0.796 3.310
C2 -1.735 5.636 1.146
C3 -2.115 -0.159 0.199
C4 -3.371 -5.003 0.017
H2 7.487 0.021 -2.036
H3 2.250 -0.001 0.712
C5 -1.164 4.193 -2.837
H4 -2.200 -3.123 -0.260
C6 0.677 3.442 -0.895
C7 -3.942 1.444 2.700
C8 0.097 2.485 -1.720
C9 3.296 0.245 0.529
H5 -1.935 6.813 -2.273
N1 -1.194 -0.273 1.258
C10 -0.859 6.634 -2.301
H6 1.462 -3.822 -5.958
C11 6.882 0.165 -2.930
H7 -3.855 -6.895 1.024
H8 -3.703 1.076 -0.193
N2 1.988 -2.721 1.696
C12 3.758 -2.636 3.372
H9 -1.489 -1.541 -2.718
H10 3.507 1.202 1.010
Pt1 0.337 -1.654 1.245
C13 4.212 -3.432 1.162
H11 5.695 -3.311 2.687
C14 -2.877 3.641 0.447
H12 5.141 -2.469 5.023
H13 4.794 0.521 -4.620
C15 -1.596 1.838 -3.539
C16 1.864 -1.554 5.132
H14 7.240 1.061 -3.440
C17 0.815 -3.320 -5.250
C18 4.472 0.464 -3.585
C19 3.118 0.557 -3.301
H15 -0.907 1.245 -4.144
H16 -3.695 -5.235 -0.997
C20 -2.588 4.984 0.268
H17 -7.331 1.337 2.615
H18 3.466 -1.555 6.581
O2 0.845 -3.969 -1.095
H19 0.837 5.537 -0.486
H20 -2.163 1.129 -2.931
C21 -0.541 5.179 -2.079
C22 5.422 0.285 -2.585
O3 -2.240 -3.130 2.498
C23 4.659 -3.152 2.412
C24 2.162 0.737 -4.456
H21 -0.474 -2.375 3.496
C25 3.626 0.310 -0.940
C26 -6.158 1.548 4.400
H22 -3.024 5.517 -0.567
H23 -1.046 3.051 3.224
N3 0.707 -1.721 -0.734
N4 0.208 -1.633 3.299
H24 2.446 -3.472 -0.137
C27 -0.865 2.844 -2.678
C28 2.437 -2.420 2.967
S1 -1.477 -4.183 1.715
H25 -2.286 2.353 -4.207
H26 -1.508 6.685 1.007
C29 -2.332 2.931 1.513
H27 -1.899 4.481 -3.582
H28 -3.090 -5.422 2.828
H29 -7.016 1.594 5.059
H30 1.521 3.823 1.034
H31 1.548 -0.155 -4.608
C30 0.366 4.785 -1.112
C31 -1.145 -2.009 -4.784
C32 -1.479 3.588 2.392
H32 -4.174 -4.459 0.520
H33 2.717 0.931 -5.374
C33 4.980 0.219 -1.278
H34 3.915 -0.509 1.020
O4 -2.123 -0.819 -0.821
H35 4.871 -3.820 0.399
C34 -2.753 1.468 1.731
H36 1.484 1.576 -4.287
H37 -4.722 1.729 5.982
C35 4.118 -2.311 4.705
N5 -3.033 0.793 0.498
H38 -3.536 3.157 -0.261
H39 -0.503 5.426 2.889
H40 -2.774 1.648 4.484
H41 -1.311 -4.630 -0.590
C36 1.624 3.103 0.222
H42 -0.389 7.259 -1.543
C37 1.503 -1.866 3.857
C38 -3.771 1.584 4.073
H43 1.418 2.109 0.617
H44 -0.216 -0.741 3.615
C39 2.687 0.472 -1.961
H45 -0.556 -2.630 -6.753
C40 0.619 -2.814 -1.509
C41 -2.094 -4.173 0.017
H46 7.058 -0.680 -3.598
H47 -2.278 -6.843 0.235
C42 2.853 -3.213 0.830
Te1 0.586 0.325 -1.687
C43 0.296 -2.695 -2.979
H48 -2.035 -1.495 -5.126
C44 -5.233 1.356 2.191
H49 2.661 3.118 -0.124
C45 -0.837 -2.025 -3.430
C46 -1.178 4.931 2.202
H50 -0.502 6.967 -3.278
C47 -2.998 -6.256 0.809
C48 -0.315 -2.646 -5.697
H51 5.704 0.088 -0.479
H52 -1.656 -6.443 2.557
C49 -6.335 1.409 3.032
C50 -4.873 1.630 4.915
C51 1.107 -3.358 -3.895
C52 3.192 -1.791 5.562
C53 -1.563 0.610 2.214
H53 -5.396 1.237 1.129
H54 1.138 -1.115 5.804

Cartesian forces, eV/Å:
-0.025 -0.150 -0.060
-0.006 -0.018 -0.005
0.182 -0.322 0.032
-0.085 -0.035 0.126
-0.010 -0.169 0.448
0.117 -0.014 0.012
0.001 0.002 -0.002
0.031 0.019 -0.016
0.019 -0.004 -0.032
0.015 -0.043 -0.043
-0.044 0.225 -0.029
0.008 -0.065 -0.077
0.012 -0.102 0.011
-0.028 -0.035 -0.040
-0.005 0.005 0.000
-0.766 0.079 -1.068
0.005 -0.052 -0.009
-0.003 -0.014 -0.001
-0.007 0.009 0.028
-0.003 0.002 0.024
0.044 -0.020 -0.013
1.133 0.242 -0.399
0.068 -0.075 0.168
0.003 -0.014 0.004
0.025 -0.010 -0.005
0.226 0.247 0.799
-0.251 -0.135 -0.117
-0.009 0.008 -0.002
0.007 0.067 -0.003
-0.004 -0.031 0.011
0.004 0.009 0.003
0.078 0.021 0.081
0.149 -0.001 0.114
-0.007 0.005 0.002
-0.017 0.033 0.008
0.007 0.026 0.013
-0.039 0.041 -0.011
-0.010 0.003 -0.023
0.002 0.018 -0.010
-0.077 -0.001 0.117
-0.005 0.005 -0.002
0.014 0.043 -0.008
-0.207 -0.084 0.120
-0.026 -0.008 0.009
-0.013 -0.010 -0.002
0.101 0.003 -0.121
0.017 0.008 -0.046
0.352 -0.304 -0.060
0.144 0.028 0.122
-0.021 -0.026 0.076
-0.043 0.053 0.094
0.081 -0.021 0.060
0.020 0.008 -0.001
-0.003 -0.010 0.015
-0.001 -0.009 -0.005
-0.313 -0.013 -0.321
-0.802 0.044 0.391
0.017 0.064 -0.073
0.009 0.083 0.009
-0.076 -0.288 -0.170
-0.259 0.162 0.270
-0.023 -0.012 0.006
0.021 0.007 -0.015
0.069 -0.068 -0.003
-0.004 0.006 0.002
-0.006 -0.033 0.019
-0.002 -0.018 0.008
0.022 0.022 0.004
-0.001 -0.004 0.017
0.076 -0.028 -0.018
0.053 -0.031 0.019
-0.003 0.040 -0.018
-0.018 -0.003 -0.004
0.000 -0.004 -0.008
-0.023 0.012 0.033
-0.004 -0.014 0.000
-0.044 -0.075 -0.142
-0.014 -0.018 -0.010
-0.020 0.065 0.168
0.018 0.016 -0.004
-0.002 0.010 0.005
0.008 -0.002 -0.127
-0.093 0.038 -0.122
-0.006 0.005 -0.002
-0.004 0.012 0.015
0.006 0.017 -0.002
0.038 0.045 -0.005
-0.008 -0.089 -0.069
-0.001 0.002 0.007
-0.071 0.015 0.031
-0.018 0.058 0.019
-0.043 0.036 0.010
0.202 -0.077 -0.077
0.042 -0.075 -0.079
0.012 0.017 -0.006
0.092 0.376 0.146
-0.162 0.090 -0.010
-0.010 -0.004 -0.001
-0.011 -0.026 -0.001
0.060 -0.131 0.261
0.007 0.041 -0.286
0.077 0.032 -0.025
-0.010 -0.007 0.000
-0.014 -0.017 0.028
-0.002 -0.020 -0.004
-0.088 -0.116 -0.118
-0.039 0.017 -0.043
0.003 0.001 0.003
-0.044 0.090 0.031
0.010 -0.008 -0.005
-0.005 -0.002 0.001
-0.016 -0.010 0.002
0.022 0.001 0.010
-0.004 -0.013 -0.020
0.068 0.098 0.003
-0.140 0.034 0.006
0.323 0.248 -0.032
-0.007 -0.011 -0.008
0.001 -0.017 0.017

## Properties
LUMO (spin up / spin down) = -0.50 / -0.50 eV
2S+1 = 2
ΔE to the lowest compared entry with this formula, charge and spin = 14.2 kcal per mole

Mulliken atomic charge list, values in e, 99 entries: -0.888 0.477 -1.049 -0.823 -1.079 -0.710 0.348 -0.697 -0.892 -0.667 0.751 -0.645 0.081 -1.173 0.355 -0.164 -1.812 0.403 -1.669 0.394 0.425 0.616 0.762 0.610 0.496 1.193 -1.069 0.432 -0.490 0.421 0.414 -1.377 -0.513 0.351 -0.784 -1.011 0.749 0.137 0.393 -0.482 0.408 0.400 -0.833 0.371 0.185 0.110 0.629 -0.807 -0.782 -1.210 0.462 1.009 -0.425 0.549 0.388 -0.185 -0.535 0.323 1.303 0.235 0.801 0.472 0.406 0.467 0.330 0.296 0.405 0.496 0.102 -0.264 -0.938 -0.071 0.339 0.532 -0.703 0.401 -0.632 0.515 2.357 0.041 0.402 -0.968 0.461 0.169 0.417 0.420 0.268 -1.514 0.347 0.157 -0.035 -0.344 0.167 0.571 0.389 1.006 0.431 0.350 0.275

---

[3]
ORCA calculation (ωB97M-V/def2-TZVPD) on C3H10P2 in the gas phase.

Positions of all 15 atoms, in Å:
H1 -2.962 1.650 0.516
P1 -0.484 1.122 -0.228
H2 -2.469 0.312 1.624
H3 1.618 -0.002 -2.180
P2 -2.415 0.391 0.341
H4 1.444 -1.657 -1.986
H5 -0.731 -0.620 -1.760
H6 -0.043 -0.153 2.008
H7 0.918 1.511 2.225
C1 1.333 -0.768 -1.475
H8 1.935 -0.631 -0.604
H9 -0.195 -1.372 -0.255
C2 0.593 0.619 1.618
C3 -0.065 -0.584 -0.906
H10 1.523 0.181 1.062

Cartesian forces, eV/Å:
-0.584 0.695 -0.367
2.402 -1.459 2.671
0.598 -0.659 3.822
-0.056 0.528 -0.200
-1.323 0.233 -3.401
0.370 -2.231 -0.586
-0.638 -0.537 -0.002
0.028 -0.051 0.663
-0.797 -1.188 -0.486
-0.578 2.611 1.043
1.334 -0.530 0.156
-0.966 -1.558 1.627
1.283 1.250 -3.734
0.554 2.194 -2.744
-1.624 0.701 1.536

## Properties
SMILES string = CCP(C)#[PH2]
LUMO = 0.92 eV
2S+1 = 1
ΔE to the lowest compared entry with this formula, charge and spin = 17.1 kcal per mole

How positive or negative is each atom? The Mulliken charges in e answer that: 0.035 0.176 0.002 0.337 -0.069 0.379 0.465 0.307 0.307 -1.185 0.279 0.486 -0.856 -0.796 0.133

---

[4]
ORCA calculation (ωB97M-V/def2-TZVPD) on a 4-piece molecular cluster, C2H13NO3S overall.

Positions of all 20 atoms, in Å:
C1 -0.937 -0.519 1.824
H1 -2.225 0.987 -2.474
H2 1.518 -3.653 -0.107
H3 -0.868 0.900 0.148
S1 -0.105 0.505 3.116
O1 2.464 -3.395 -0.370
H4 -0.954 -1.505 2.144
H5 2.915 -3.398 0.534
C2 -0.440 -0.156 0.361
H6 -1.071 0.830 3.919
H7 0.665 -0.111 0.304
N1 -1.048 -1.166 -0.517
H8 1.928 4.132 -0.853
H9 -1.335 1.187 -3.641
H10 -0.868 -1.014 -1.489
H11 -2.109 -1.302 -0.394
H12 -2.059 -0.215 2.027
O2 2.749 3.865 -1.226
O3 -1.439 0.642 -2.805
H13 3.221 3.386 -0.501

Cartesian forces, eV/Å:
-2.289 3.527 0.266
-2.288 0.785 1.273
1.933 0.642 -0.759
0.967 -1.374 0.376
1.718 -0.356 -1.038
-1.199 -0.631 2.644
0.735 -2.074 -0.046
-0.766 0.048 -1.894
-2.330 0.642 1.007
-1.188 0.095 0.464
-0.658 -0.334 -0.117
-1.318 -0.755 0.809
-1.053 0.313 0.538
0.132 -1.138 1.405
0.076 0.271 -0.375
2.397 0.656 -0.072
1.931 -0.446 -1.130
1.712 -0.951 0.400
2.154 0.449 -2.817
-0.667 0.631 -0.934

## Properties
SMILES string = NCCS.O.O.O
LUMO = 0.48 eV
2S+1 = 1
ΔE to the lowest compared entry with this formula, charge and spin = 32.8 kcal per mole

How positive or negative is each atom? The Mulliken charges in e answer that: -0.727 0.289 0.330 0.208 -0.254 -0.664 0.501 0.324 -0.277 0.105 0.331 -0.607 0.311 0.302 0.239 0.222 0.275 -0.637 -0.597 0.325

---

[5]
ORCA calculation (ωB97M-V/def2-TZVPD) on a 2-piece molecular cluster, C10H16OS overall.

Positions of all 28 atoms, in Å:
H1 -2.361 2.632 -0.003
H2 1.244 -0.948 -0.527
H3 0.589 -0.585 2.247
H4 -0.980 2.271 -1.175
H5 -2.320 1.682 -2.940
H6 -3.473 2.697 -1.987
S1 2.877 0.523 0.138
C1 -2.346 -0.617 -0.276
O1 -0.013 -2.806 1.458
C2 -0.761 0.654 1.018
H7 5.388 -0.037 0.375
H8 2.586 -1.186 -1.674
C3 -2.804 1.845 -1.958
H9 -0.444 1.648 1.312
C4 2.365 -1.010 -0.591
C5 -0.269 -0.479 1.616
H10 -3.598 1.099 -2.019
C6 -1.898 -1.765 0.386
H11 2.543 -1.943 -0.029
H12 4.912 1.586 0.766
H13 4.543 0.484 1.909
C7 -1.911 1.878 -0.716
H14 -2.292 -2.722 0.105
H15 -3.241 -0.696 -0.886
H16 -0.505 -3.616 1.537
C8 -0.769 -1.709 1.168
C9 4.576 0.551 0.814
C10 -1.636 0.568 -0.067

Cartesian forces, eV/Å:
0.793 -0.830 -0.584
0.910 0.218 -0.164
0.221 0.631 0.531
-0.152 0.072 1.060
0.230 0.515 0.636
0.480 0.812 -0.323
0.313 0.929 0.104
0.591 0.068 0.555
0.613 0.096 0.606
0.447 -0.061 -0.294
-0.554 -0.243 -0.022
0.242 0.398 0.931
-1.428 -0.589 -0.812
0.336 -0.117 -0.024
-1.230 -1.544 -0.581
-0.216 -1.295 -0.654
0.198 -0.663 0.692
0.103 0.160 -0.766
0.408 0.517 -0.062
-0.195 0.241 -0.756
-0.053 -0.954 -0.253
-0.700 1.065 -1.522
-0.327 -0.421 0.013
0.378 0.191 -0.222
-0.548 -0.328 -0.140
0.117 0.413 0.164
0.175 0.455 0.761
-1.153 0.263 1.125

## Properties
SMILES string = CCc1ccc(O)cc1.CSC
LUMO = 0.81 eV
2S+1 = 1
ΔE to the lowest compared entry with this formula, charge and spin = 35.8 kcal per mole

How positive or negative is each atom? The Mulliken charges in e answer that: 0.317 -0.070 0.404 0.197 0.304 0.354 -0.055 -0.428 -0.491 -0.588 0.313 0.360 -1.258 0.380 -0.510 -0.499 0.308 -0.695 0.281 0.287 0.269 -0.196 0.292 0.283 0.302 0.597 -0.897 0.439

---

Number 1: electronic energy -412.4061 hartree, strongest force on any atom 6.657 eV Å⁻¹. Number 2: electronic energy -3412.3554 hartree, strongest force on any atom 1.317 eV Å⁻¹. Number 3: electronic energy -802.9175 hartree, strongest force on any atom 4.141 eV Å⁻¹. Number 4: electronic energy -762.6007 hartree, strongest force on any atom 4.213 eV Å⁻¹. Number 5: electronic energy -864.0060 hartree, strongest force on any atom 2.058 eV Å⁻¹.